*one*
CH3ClN2O2 | ωB97M-V/def2-TZVPD

Cartesian coordinates (Å):
C: -1.44 0.11 0.06
O: -0.28 0.74 -0.29
N: 0.87 0.01 -0.05
O: 0.80 -1.19 0.22
N: 1.92 0.69 -0.12
Cl: 3.31 -0.20 0.03
H: -1.57 0.15 1.17
H: -2.22 0.67 -0.57
H: -1.39 -0.98 -0.46

Its HOMO energy is -0.3675 hartree. As for the HOMO-LUMO gap: 10.63 eV. As for the structure (SMILES): CO/[N+]([O-])=N/Cl.

=====

*two*
CH3ClN2O2 | ωB97M-V/def2-TZVPD

Cartesian coordinates (Å):
O: -1.73 0.97 -0.38
N: -0.65 0.25 -0.27
C: -0.68 -0.68 0.79
Cl: -1.04 -2.29 0.19
N: 0.34 0.26 -1.04
O: 0.26 1.13 -2.06
H: 0.41 -0.66 1.25
H: -1.41 -0.20 1.50
H: 1.02 1.46 -2.48

Its HOMO energy (alpha / beta) is -0.3534 / -0.3534 hartree. As for the HOMO-LUMO gap (alpha / beta): 9.92 / 9.92 eV. As for the structure (SMILES): [O-]/[N+](CCl)=N\O.

=====

Which is most stable, and by how much? *two*, by 17.4 kcal/mol.

=====

*one*
CH4INOS | ωB97M-V/def2-TZVPD

Cartesian coordinates (Å):
C: 1.15 0.09 0.39
N: -0.88 0.93 -1.23
O: -0.71 -2.30 -0.43
S: -0.62 0.05 -0.15
I: -1.75 0.65 1.96
H: 1.05 -0.50 1.38
H: 1.59 -0.63 -0.37
H: 1.68 1.06 0.45
H: -1.52 0.65 -2.00

Its HOMO energy (alpha / beta) is -0.3613 / -0.3611 hartree. As for the HOMO-LUMO gap (alpha / beta): 7.70 / 7.69 eV.

=====

*two*
CH4INOS | ωB97M-V/def2-TZVPD

Cartesian coordinates (Å):
C: 0.95 -1.13 -0.53
N: -0.42 1.30 1.60
O: -0.48 1.42 -0.94
S: -0.49 0.61 0.21
I: -2.54 -0.96 0.14
H: 0.86 -0.62 -1.61
H: 1.92 -0.87 0.04
H: 0.56 -2.08 -0.36
H: -0.36 2.32 1.45

Its HOMO energy (alpha / beta) is -0.3372 / -0.3371 hartree. As for the HOMO-LUMO gap (alpha / beta): 7.19 / 7.19 eV.

=====

Which is most stable, and by how much? *two*, by 77.4 kcal/mol.

=====

*one*
Cl2HO2P | ωB97M-V/def2-TZVPD

Cartesian coordinates (Å):
O: 1.09 -0.23 -0.94
O: -0.52 0.64 1.35
P: -0.62 0.33 -0.25
Cl: 1.28 -1.69 -1.72
Cl: -0.85 -0.71 2.34
H: -0.38 1.66 -0.78

Its HOMO energy is -0.3659 hartree. As for the HOMO-LUMO gap: 8.94 eV.

=====

*two*
Cl2HO2P | ωB97M-V/def2-TZVPD

Cartesian coordinates (Å):
O: -1.65 -0.23 -0.29
O: 1.35 0.33 -0.36
P: 0.37 0.84 0.80
Cl: -1.66 -1.75 0.10
Cl: 1.66 -1.33 -0.61
H: -0.08 2.14 0.36

Its HOMO energy (alpha / beta) is -0.3215 / -0.3215 hartree. As for the HOMO-LUMO gap (alpha / beta): 6.63 / 6.63 eV.

=====

Which is most stable, and by how much? *one*, by 50.2 kcal/mol.

=====

*one*
C13H13N2 | ωB97M-V/def2-TZVPD

Cartesian coordinates (Å):
C: -1.26 2.42 3.75
C: -1.04 -3.44 3.02
C: -0.80 1.57 3.03
C: -0.51 -0.27 -3.88
C: -1.43 -1.00 -3.08
C: 0.67 0.20 -3.40
C: -1.26 -0.82 -1.73
C: 0.88 0.30 -2.04
C: -0.14 -0.21 -1.26
C: 2.09 0.74 -1.31
C: 1.49 1.12 0.13
C: 0.36 0.20 0.36
C: 0.05 0.46 2.78
N: -0.83 -2.58 2.28
N: -0.23 -0.11 1.41
H: -2.05 3.09 3.91
H: -1.19 -4.30 3.70
H: -0.65 -0.01 -4.90
H: -2.31 -1.21 -3.63
H: 1.25 0.69 -4.11
H: -2.01 -1.19 -1.03
H: 2.84 0.06 -1.01
H: 2.67 1.60 -1.68
H: 2.22 1.12 0.95
H: 1.04 2.08 -0.08
H: -0.05 -0.31 3.50
H: 1.08 0.80 2.89
H: -0.86 -0.98 1.42

Its HOMO energy is -0.4643 hartree. As for the total charge: +1. As for the HOMO-LUMO gap: 9.34 eV.

=====

*two*
C13H13N2 | ωB97M-V/def2-TZVPD

Cartesian coordinates (Å):
H: -1.56 -3.37 0.33
N: -0.81 -2.68 0.21
C: -1.28 -1.55 0.02
C: -2.77 -1.32 -0.38
C: -3.29 -0.01 0.00
C: -2.51 1.11 -0.03
N: -1.16 1.04 -0.29
C: -0.32 2.08 0.54
C: 1.01 2.11 -0.05
C: 1.63 0.92 -0.20
C: 3.07 0.87 -0.50
C: 3.83 -0.20 -0.14
C: 3.08 -1.43 0.22
C: 1.70 -1.48 0.35
C: 0.94 -0.33 0.17
C: -0.47 -0.37 0.05
H: -3.39 -2.16 0.00
H: -2.69 -1.42 -1.43
H: -4.34 0.08 0.37
H: -3.04 2.08 0.08
H: -0.85 1.34 -1.17
H: -0.37 1.73 1.64
H: -0.82 3.05 0.55
H: 1.52 3.03 -0.08
H: 3.32 1.84 -0.93
H: 4.85 -0.23 -0.29
H: 3.54 -2.32 0.38
H: 1.19 -2.43 0.61

Its HOMO energy is -0.4269 hartree. As for the total charge: +1. As for the HOMO-LUMO gap: 6.65 eV. As for the structure (SMILES): [H]/N=C1\CC=C[N@H+]2CC=c3ccccc3=C12.

=====

Which is most stable, and by how much? *two*, by 15.4 kcal/mol.

=====

*one*
C5H8NS | ωB97M-V/def2-TZVPD

Cartesian coordinates (Å):
C: -0.71 -1.64 -0.41
C: -0.29 1.80 -0.02
C: 0.28 -1.76 0.62
C: 1.15 -0.46 -1.57
C: -0.89 1.98 1.27
N: 0.47 -1.25 -0.75
S: 0.46 1.63 -1.32
H: -1.66 -1.51 -0.88
H: 0.44 -1.04 1.51
H: 0.80 -2.62 0.79
H: 2.28 -0.63 -1.49
H: 0.87 -0.64 -2.56
H: -1.16 0.92 1.63
H: -1.82 2.70 1.20
H: -0.22 2.52 1.98

Its HOMO energy (alpha / beta) is -0.4449 / -0.4449 hartree. As for the total charge: +1. As for the HOMO-LUMO gap (alpha / beta): 7.33 / 7.33 eV.

=====

*two*
C5H8NS | ωB97M-V/def2-TZVPD

Cartesian coordinates (Å):
C: 1.22 -0.39 -0.29
C: 0.10 -0.58 1.58
C: -0.26 -0.64 0.13
C: -1.38 -1.34 -0.52
C: 0.42 1.93 -0.28
N: 0.31 0.54 -0.59
S: 1.71 -0.18 1.58
H: 1.91 -0.84 -0.94
H: -0.52 -0.81 2.46
H: -1.42 -2.44 -0.19
H: -1.25 -1.30 -1.69
H: -2.31 -0.92 -0.32
H: 0.27 2.38 -1.26
H: 1.46 2.19 -0.01
H: -0.27 2.41 0.36

Its HOMO energy is -0.5335 hartree. As for the total charge: +1. As for the HOMO-LUMO gap: 8.16 eV.

=====

Which is most stable, and by how much? *two*, by 51.5 kcal/mol.